# 1
{
  "formula": "C4H9NO2",
  "method": "ωB97M-V/def2-TZVPD",
  "e_above_lowest_kcal_mol": 115.41,
  "spin_multiplicity": 1,
  "total_energy_ev": -9875.05578,
  "smiles": "C=C(O)ON(C)C",
  "species": ["C", "C", "O", "O", "N", "C", "C", "H", "H", "H", "H", "H", "H", "H", "H", "H"],
  "xyz": [[-2.310, -0.161, -0.709], [-1.506, 0.557, 0.086], [-1.637, 0.586, 1.424], [-0.307, 0.958, -0.397], [0.729, 0.346, 0.412], [0.547, -1.414, -0.024], [1.968, 0.962, 0.003], [-3.265, -0.493, -0.339], [-2.149, -0.149, -1.773], [-0.735, 0.669, 1.776], [-0.394, -1.938, 0.091], [1.207, -1.801, 0.747], [0.967, -1.472, -1.028], [1.951, 2.037, 0.202], [2.761, 0.504, 0.594], [2.174, 0.810, -1.065]]
}

---

# 2
{
  "formula": "C3H5NO2",
  "method": "ωB97M-V/def2-TZVPD",
  "e_above_lowest_kcal_mol": 31.65,
  "spin_multiplicity": 1,
  "total_energy_ev": -8776.32217,
  "smiles": "C=COC(N)=O",
  "species": ["C", "C", "O", "C", "N", "O", "H", "H", "H", "H", "H"],
  "xyz": [[-0.810, -1.182, -0.836], [-1.184, -0.555, 0.267], [-0.811, 0.696, 0.689], [0.385, 1.259, 0.405], [1.450, 0.477, 0.122], [0.624, 2.435, 0.602], [-0.114, -0.760, -1.541], [-1.270, -2.117, -1.102], [-1.924, -0.960, 0.944], [1.439, -0.514, 0.290], [2.215, 1.221, 0.160]]
}

---

# 3
{
  "formula": "C3H4NOP",
  "method": "ωB97M-V/def2-TZVPD",
  "e_above_lowest_kcal_mol": 71.15,
  "spin_multiplicity": 1,
  "total_energy_ev": -15997.92781,
  "smiles": "C#P=CC(N)=O",
  "species": ["C", "P", "C", "C", "N", "O", "H", "H", "H", "H"],
  "xyz": [[-1.076, -1.292, -2.186], [-0.440, -1.703, -0.771], [0.550, -0.735, 0.227], [0.050, 0.627, 0.345], [0.649, 1.382, 1.312], [-0.821, 1.070, -0.385], [-2.001, -1.581, -2.642], [1.168, -1.200, 0.978], [1.452, 1.062, 1.822], [0.470, 2.373, 1.300]]
}

---

# 4
{
  "formula": "C24H31AsN7O4ReS5",
  "method": "ωB97M-V/def2-TZVPD",
  "e_above_lowest_kcal_mol": 0.00,
  "spin_multiplicity": 1,
  "total_energy_ev": -161144.04843,
  "total_charge": 2,
  "species": ["Re", "C", "C", "N", "C", "C", "C", "S", "N", "C", "O", "C", "C", "C", "C", "C", "C", "H", "H", "H", "H", "H", "H", "H", "H", "H", "H", "H", "H", "H", "H", "H", "S", "As", "S", "S", "S", "N", "C", "C", "N", "C", "C", "N", "H", "H", "H", "H", "H", "C", "C", "C", "C", "C", "C", "O", "N", "C", "O", "N", "C", "O", "H", "H", "H", "H", "H", "H", "H", "H", "H", "H", "H"],
  "xyz": [[-1.492, -0.519, 0.322], [-0.031, -4.206, -3.712], [0.737, -2.839, -3.589], [1.369, -2.670, -2.239], [2.700, -3.376, -1.946], [2.596, -4.417, -0.878], [0.955, -1.717, -1.400], [-0.784, -1.383, -1.605], [1.789, -1.252, -0.477], [1.511, -0.500, 0.573], [0.468, -0.543, 1.245], [2.626, 0.386, 1.077], [2.463, 1.098, 2.298], [3.592, 1.742, 2.863], [4.832, 1.634, 2.226], [4.970, 0.848, 1.074], [3.874, 0.232, 0.496], [-0.660, -4.232, -4.568], [-0.703, -4.307, -2.886], [0.699, -5.029, -3.743], [0.056, -2.082, -3.733], [1.518, -2.604, -4.318], [3.361, -2.530, -1.718], [3.004, -3.674, -2.963], [1.916, -4.119, -0.067], [3.621, -4.564, -0.404], [2.197, -5.289, -1.373], [1.457, 1.231, 2.783], [3.595, 2.290, 3.802], [5.744, 2.119, 2.554], [5.977, 0.791, 0.758], [3.984, -0.405, -0.334], [-4.309, -3.946, 0.287], [-6.217, -3.672, -0.345], [-4.913, -0.513, 0.925], [-3.478, -0.971, -0.418], [-6.450, -1.386, -0.073], [-4.050, -2.873, 4.529], [-3.133, -3.043, 3.555], [-2.777, -1.960, 2.727], [-1.838, -2.113, 1.803], [-1.292, -3.316, 1.583], [-1.719, -4.387, 2.370], [-2.702, -4.324, 3.275], [-4.134, -1.920, 4.900], [-3.894, -3.699, 5.056], [-3.155, -0.944, 2.924], [-0.378, -3.390, 0.975], [-1.316, -5.369, 2.171], [1.389, 5.498, -1.417], [1.057, 4.032, -1.137], [-0.409, 3.639, -0.758], [-1.415, 4.293, -1.709], [-1.996, 5.721, -1.342], [-0.608, 4.003, 0.686], [-0.174, 5.056, 1.137], [-1.184, 3.086, 1.538], [-1.459, 1.889, 1.093], [-1.953, 0.958, 1.837], [-1.157, 1.382, -0.148], [-0.496, 2.123, -1.121], [-0.150, 1.587, -2.137], [2.371, 5.622, -1.812], [1.268, 6.038, -0.490], [0.731, 6.009, -2.197], [1.871, 3.593, -0.457], [1.261, 3.511, -2.117], [-2.251, 3.577, -1.767], [-0.998, 4.349, -2.712], [-2.727, 5.670, -0.586], [-2.393, 6.254, -2.179], [-1.238, 6.403, -1.009], [-1.528, 3.415, 2.443]]
}

---

# 5
{
  "formula": "C36H92ClIN25O19",
  "method": "ωB97M-V/def2-TZVPD",
  "spin_multiplicity": 1,
  "total_energy_ev": -135607.67612,
  "total_charge": 1,
  "species": ["C", "C", "C", "I", "C", "C", "C", "C", "O", "O", "N", "Cl", "C", "O", "C", "C", "N", "C", "C", "C", "O", "O", "C", "C", "C", "C", "C", "C", "C", "C", "C", "C", "O", "O", "N", "C", "C", "O", "H", "H", "H", "H", "H", "H", "H", "H", "H", "H", "H", "H", "H", "H", "H", "H", "H", "H", "H", "H", "H", "H", "H", "H", "H", "H", "H", "H", "H", "H", "H", "H", "H", "H", "H", "H", "H", "H", "H", "H", "H", "H", "H", "H", "H", "H", "H", "H", "C", "O", "N", "N", "H", "H", "H", "H", "C", "O", "N", "N", "H", "H", "H", "H", "C", "O", "N", "N", "H", "H", "H", "H", "C", "O", "N", "N", "H", "H", "H", "H", "C", "O", "N", "N", "H", "H", "H", "H", "C", "O", "N", "N", "H", "H", "H", "H", "C", "O", "N", "N", "H", "H", "H", "H", "C", "O", "N", "N", "H", "H", "H", "H", "C", "O", "N", "N", "H", "H", "H", "H", "C", "O", "N", "N", "H", "H", "H", "H", "C", "O", "N", "N", "H", "H", "H", "H"],
  "xyz": [[-5.251, 4.098, -4.015], [-4.195, 3.266, -4.718], [-3.471, 2.229, -3.824], [-4.768, 1.245, -2.438], [-2.614, 1.324, -4.743], [-1.158, 1.147, -4.230], [-0.210, 1.932, -5.151], [-0.354, 3.408, -4.791], [-0.028, 3.855, -3.697], [-0.925, 4.184, -5.779], [-0.717, -0.252, -4.162], [-0.238, -0.886, -5.694], [-1.685, -1.154, -3.488], [-1.810, -0.558, -2.250], [-2.515, -1.324, -1.270], [-2.069, -0.868, 0.106], [-2.798, 0.264, 0.658], [-1.944, 1.401, 0.974], [-1.553, 1.506, 2.438], [-0.478, 0.521, 2.828], [-2.642, 1.370, 3.347], [-1.159, -2.421, -3.430], [0.041, -2.556, -2.647], [1.216, -3.237, -3.377], [2.345, -2.230, -3.644], [0.786, -4.085, -4.600], [1.808, -4.050, -5.739], [0.679, -5.561, -4.163], [-3.012, -1.195, -4.267], [-3.116, -2.472, -5.113], [-3.664, -3.624, -4.280], [-5.101, -3.382, -3.940], [-5.482, -3.041, -2.808], [-5.953, -3.506, -4.981], [-3.212, 0.001, -5.177], [-4.629, 0.096, -5.679], [-4.665, 0.467, -7.167], [-5.834, 1.215, -7.426], [-4.900, 4.371, -3.025], [-6.190, 3.569, -3.925], [-5.359, 5.042, -4.537], [-3.402, 3.947, -5.016], [-4.571, 2.808, -5.626], [-2.797, 2.828, -3.227], [-2.493, 1.898, -5.654], [-1.008, 1.572, -3.245], [-0.460, 1.813, -6.196], [0.809, 1.651, -4.922], [-0.231, 4.756, -6.133], [-2.298, -2.388, -1.321], [-3.593, -1.212, -1.347], [-2.233, -1.730, 0.750], [-1.001, -0.685, 0.056], [-3.362, -0.013, 1.445], [-1.034, 1.376, 0.390], [-2.448, 2.327, 0.685], [-1.145, 2.511, 2.582], [-0.209, 0.674, 3.866], [0.416, 0.683, 2.238], [-0.839, -0.495, 2.711], [-3.475, 1.599, 2.930], [0.380, -1.622, -2.225], [-0.223, -3.182, -1.799], [1.642, -3.930, -2.662], [2.251, -1.724, -4.595], [2.380, -1.476, -2.865], [3.309, -2.723, -3.620], [-0.156, -3.771, -5.033], [1.833, -3.068, -6.200], [2.813, -4.269, -5.396], [1.517, -4.747, -6.514], [0.764, -6.186, -5.045], [1.522, -5.834, -3.542], [-0.264, -5.774, -3.672], [-3.877, -1.233, -3.622], [-3.832, -2.337, -5.923], [-2.186, -2.730, -5.595], [-3.598, -4.535, -4.868], [-3.097, -3.770, -3.377], [-6.834, -3.294, -4.643], [-2.682, -0.257, -6.014], [-5.129, -0.853, -5.546], [-5.205, 0.842, -5.166], [-3.828, 1.115, -7.415], [-4.597, -0.413, -7.801], [-6.552, 0.625, -7.688], [-0.477, 2.960, 6.486], [0.071, 1.860, 6.554], [-1.463, 3.206, 5.587], [-0.131, 3.990, 7.305], [-1.930, 4.088, 5.503], [-1.729, 2.450, 4.974], [0.592, 3.822, 7.979], [-0.569, 4.890, 7.275], [2.425, 3.751, -0.831], [2.497, 2.634, -1.331], [1.463, 4.651, -1.195], [3.291, 4.183, 0.125], [1.383, 5.564, -0.792], [0.811, 4.367, -1.904], [4.006, 3.545, 0.431], [3.246, 5.091, 0.545], [5.476, 1.101, 2.274], [5.159, 2.208, 2.679], [4.955, 0.554, 1.131], [6.372, 0.311, 2.928], [5.208, -0.356, 0.798], [4.281, 1.092, 0.617], [6.773, 0.678, 3.771], [6.640, -0.608, 2.616], [-9.047, 2.331, -6.487], [-9.065, 1.228, -7.008], [-7.884, 3.039, -6.351], [-10.172, 2.937, -6.003], [-7.830, 3.947, -5.931], [-7.045, 2.613, -6.701], [-11.036, 2.437, -6.093], [-10.175, 3.843, -5.577], [6.799, -3.853, 2.324], [6.477, -2.738, 2.735], [6.280, -4.383, 1.182], [7.697, -4.631, 2.973], [6.537, -5.283, 0.826], [5.614, -3.830, 0.678], [8.102, -4.265, 3.813], [7.981, -5.535, 2.649], [2.832, -0.852, 4.910], [2.188, -1.087, 3.901], [2.328, -0.105, 5.935], [4.106, -1.320, 5.086], [2.833, 0.104, 6.774], [1.396, 0.255, 5.827], [4.501, -1.867, 4.343], [4.654, -1.138, 5.905], [-1.676, 0.328, 9.723], [-2.050, 1.398, 10.173], [-2.074, -0.871, 10.264], [-0.837, 0.243, 8.651], [-1.781, -1.761, 9.909], [-2.702, -0.836, 11.055], [-0.527, 1.112, 8.226], [-0.519, -0.624, 8.263], [-7.420, 2.790, 1.458], [-6.613, 1.876, 1.514], [-7.863, 3.442, 2.571], [-7.938, 3.221, 0.269], [-8.527, 4.191, 2.549], [-7.501, 3.137, 3.455], [-7.626, 2.746, -0.556], [-8.604, 3.964, 0.184], [-3.272, -2.131, 13.631], [-3.927, -1.383, 12.925], [-3.784, -2.698, 14.765], [-1.976, -2.461, 13.343], [-3.265, -3.314, 15.361], [-4.731, -2.473, 15.001], [-1.572, -2.057, 12.518], [-1.418, -3.074, 13.906], [10.061, -2.627, 0.876], [9.805, -3.784, 0.555], [9.096, -1.797, 1.386], [11.296, -2.077, 0.758], [9.266, -0.847, 1.657], [8.173, -2.179, 1.485], [12.019, -2.662, 0.388], [11.531, -1.121, 1.018], [14.065, 0.524, 0.685], [12.917, 0.110, 0.773], [14.509, 1.194, -0.415], [14.981, 0.342, 1.678], [15.443, 1.542, -0.513], [13.854, 1.339, -1.160], [14.678, -0.149, 2.498], [15.926, 0.671, 1.628]]
}

---

# 6
{
  "formula": "C36H36F12O36",
  "method": "ωB97M-V/def2-TZVPD",
  "e_above_lowest_kcal_mol": 27.87,
  "spin_multiplicity": 1,
  "total_energy_ev": -144237.09257,
  "smiles": "O=C1OC[C@@H](F)O1.O=C1OC[C@@H](F)O1.O=C1OC[C@@H](F)O1.O=C1OC[C@@H](F)O1.O=C1OC[C@@H](F)O1.O=C1OC[C@@H](F)O1.O=C1OC[C@@H](F)O1.O=C1OC[C@@H](F)O1.O=C1OC[C@@H](F)O1.O=C1OC[C@@H](F)O1.O=C1OC[C@@H](F)O1.O=C1OC[C@@H](F)O1",
  "species": ["O", "C", "O", "C", "C", "F", "O", "H", "H", "H", "O", "C", "O", "C", "C", "F", "O", "H", "H", "H", "O", "C", "O", "C", "C", "F", "O", "H", "H", "H", "O", "C", "O", "C", "C", "F", "O", "H", "H", "H", "O", "C", "O", "C", "C", "F", "O", "H", "H", "H", "O", "C", "O", "C", "C", "F", "O", "H", "H", "H", "O", "C", "O", "C", "C", "F", "O", "H", "H", "H", "O", "C", "O", "C", "C", "F", "O", "H", "H", "H", "O", "C", "O", "C", "C", "F", "O", "H", "H", "H", "O", "C", "O", "C", "C", "F", "O", "H", "H", "H", "O", "C", "O", "C", "C", "F", "O", "H", "H", "H", "O", "C", "O", "C", "C", "F", "O", "H", "H", "H"],
  "xyz": [[-12.511, -10.398, 19.769], [-13.303, -9.516, 19.724], [-14.089, -9.236, 18.699], [-14.874, -8.010, 18.981], [-14.497, -7.768, 20.524], [-15.519, -8.186, 21.305], [-13.370, -8.600, 20.686], [-14.428, -7.201, 18.397], [-15.896, -8.196, 18.701], [-14.227, -6.745, 20.764], [-21.138, 0.961, 16.442], [-20.814, 0.214, 17.312], [-19.839, 0.409, 18.187], [-19.642, -0.806, 18.941], [-20.976, -1.558, 18.703], [-21.838, -1.278, 19.763], [-21.411, -0.986, 17.478], [-18.830, -1.381, 18.439], [-19.468, -0.578, 19.981], [-20.910, -2.641, 18.604], [-17.043, -7.757, 16.679], [-17.318, -7.379, 15.583], [-16.546, -6.862, 14.654], [-17.367, -6.247, 13.620], [-18.789, -6.764, 13.943], [-19.229, -7.805, 13.111], [-18.650, -7.327, 15.202], [-17.299, -5.195, 13.798], [-17.001, -6.610, 12.643], [-19.575, -6.022, 13.927], [-10.728, -7.333, 16.113], [-10.747, -6.361, 16.823], [-10.496, -6.298, 18.150], [-10.762, -4.955, 18.667], [-10.844, -4.096, 17.309], [-9.618, -3.521, 17.044], [-11.053, -5.095, 16.352], [-11.667, -4.907, 19.241], [-9.941, -4.688, 19.331], [-11.499, -3.242, 17.232], [-18.420, -7.654, 20.361], [-18.421, -6.452, 20.465], [-17.390, -5.658, 20.055], [-17.378, -4.467, 20.806], [-18.854, -4.342, 21.135], [-19.498, -3.423, 20.191], [-19.305, -5.660, 21.057], [-16.821, -4.603, 21.757], [-16.872, -3.616, 20.416], [-19.015, -3.831, 22.087], [-18.964, -3.501, 16.639], [-19.811, -3.112, 15.868], [-19.778, -1.957, 15.276], [-20.953, -1.759, 14.508], [-21.570, -3.133, 14.410], [-21.226, -3.752, 13.222], [-20.968, -3.822, 15.467], [-21.579, -1.051, 15.029], [-20.584, -1.390, 13.557], [-22.650, -3.107, 14.451], [-11.236, -4.382, 9.873], [-12.096, -4.289, 10.682], [-13.424, -4.379, 10.461], [-14.154, -3.973, 11.637], [-13.105, -4.142, 12.694], [-13.202, -5.383, 13.300], [-11.887, -4.079, 11.991], [-14.514, -2.966, 11.538], [-14.957, -4.681, 11.833], [-13.132, -3.397, 13.486], [-13.991, -4.458, 19.155], [-14.761, -4.112, 18.350], [-15.135, -2.907, 18.119], [-16.052, -2.806, 16.970], [-16.012, -4.189, 16.384], [-15.090, -4.202, 15.271], [-15.328, -4.935, 17.382], [-17.016, -2.523, 17.345], [-15.700, -2.046, 16.252], [-17.009, -4.521, 16.124], [-9.304, -2.479, 20.251], [-10.342, -1.940, 20.501], [-10.540, -0.818, 21.189], [-11.938, -0.623, 21.355], [-12.562, -1.471, 20.197], [-12.781, -0.905, 18.985], [-11.572, -2.448, 20.087], [-12.264, -1.084, 22.272], [-12.122, 0.436, 21.201], [-13.554, -1.880, 20.463], [-13.838, -1.320, 14.952], [-12.870, -0.657, 15.128], [-12.910, 0.617, 15.634], [-11.558, 0.981, 16.016], [-10.726, -0.239, 15.797], [-10.555, -0.913, 17.011], [-11.518, -1.025, 14.984], [-11.284, 1.845, 15.445], [-11.591, 1.086, 17.095], [-9.784, -0.038, 15.324], [-17.294, -3.101, 13.408], [-17.757, -2.684, 12.403], [-17.998, -3.514, 11.341], [-18.080, -2.708, 10.182], [-18.554, -1.398, 10.762], [-19.974, -1.404, 10.764], [-18.003, -1.412, 12.084], [-17.097, -2.649, 9.737], [-18.733, -3.063, 9.402], [-18.240, -0.473, 10.278], [-17.428, 0.160, 16.223], [-16.804, 0.757, 17.051], [-16.748, 2.098, 17.070], [-15.840, 2.507, 18.143], [-15.296, 1.150, 18.709], [-15.767, 1.051, 20.074], [-15.988, 0.178, 17.963], [-15.075, 3.180, 17.734], [-16.392, 2.997, 18.921], [-14.230, 1.083, 18.740]]
}